No. 1
# C5H13NS

2 unconnected molecules or ions with the total composition C5H13NS in a non-equilibrium geometry (ωB97M-V/def2-TZVPD, the OMol25 dataset).

XYZ file:
```
20
Properties=species:S:1:pos:R:3:lowdin_charge:R:1
C -0.27559 0.86016 -1.51995 -0.079
C -1.15050 -0.35257 -1.23553 -0.473
C -0.81407 -1.13667 0.11887 -0.291
C 0.61926 -1.63365 0.15315 -0.125
S -0.13878 1.28821 1.80414 0.594
C 1.43336 1.86290 2.52845 -0.522
N -0.97215 -1.46261 -2.12216 0.178
H -0.56400 1.55409 -0.72791 0.015
H 0.78022 0.68666 -1.68140 0.079
H -0.65728 1.37832 -2.41045 0.078
H -2.20568 -0.03876 -1.24256 0.142
H 0.86554 -2.05871 1.12815 0.077
H -1.22919 -0.44832 0.88949 0.004
H 0.68483 -2.35112 -0.65337 0.060
H 1.33957 -0.82912 -0.01170 0.059
H 2.15437 1.05900 2.37378 0.018
H 1.73797 2.73491 1.95145 0.014
H 1.28309 2.23017 3.54000 0.007
H -1.45139 -2.02478 0.14698 0.103
H -1.43958 -1.31809 -3.02943 0.062
```

Calculated values
**E_LUMO**: -3.594 eV
**Total energy**: -17714.8089 eV
**Kohn-Sham gap**: 0.1363 hartree
**Energy relative to the best compared isomer or geometry (same formula, charge and spin)**: 621.5 kJ/mol
**E_HOMO**: -0.2684 Ha

=====

No. 2
# C23H50BrF3O12S8

7 unconnected molecules or ions with the total composition C23H50BrF3O12S8 in a non-equilibrium geometry (ωB97M-V/def2-TZVPD, the OMol25 dataset).

XYZ file:
```
97
Properties=species:S:1:pos:R:3:lowdin_charge:R:1
O -0.14134 1.83090 1.95770 0.011
C -0.11119 1.37526 3.11206 -0.690
Br 1.19209 2.13530 4.43914 0.634
C -1.06649 0.22116 3.64523 -0.144
C -1.81109 -0.58655 2.44417 -0.213
C -0.75463 -1.23186 1.42781 -0.230
C 0.55915 -1.84112 2.11166 -0.104
O 1.50340 -2.14808 1.02131 -0.195
O 2.16294 -0.99629 0.67687 -0.062
C -1.54584 -2.25628 0.47070 -0.623
S -0.84110 -2.42748 -1.23237 0.789
O -1.58828 -3.54111 1.20523 -0.254
S -2.87306 -3.29356 2.29414 0.788
O -2.73810 -4.40619 3.31710 -0.340
O -4.13278 -3.50208 1.51915 -0.304
C -2.73516 -1.69908 3.21715 -0.264
C -4.08920 -1.10940 3.81495 -0.152
C -5.33176 -0.95935 2.83660 -0.119
C -5.06535 -0.25725 1.44164 -0.116
F -5.03178 -1.04112 0.24086 0.004
C -4.88047 1.13181 1.23436 -0.154
F -4.49865 1.59442 -0.06021 0.038
F -4.99888 2.11785 2.22565 0.056
H -0.47776 -0.55081 4.26247 0.123
H -1.81631 0.69017 4.38198 0.130
H -2.42352 0.19559 1.89181 0.137
H -0.39595 -0.37187 0.74631 0.148
H 1.12642 -1.10822 2.78933 0.130
H 0.40080 -2.83642 2.65193 0.149
H 2.92641 -0.87406 1.29400 0.088
H -2.60524 -1.81059 0.33463 0.112
H -1.76012 -1.74173 -2.05180 -0.142
H -2.08943 -1.95962 4.14258 0.142
H -3.93386 -0.08970 4.33500 0.128
H -4.41060 -1.81900 4.66910 0.138
H -5.85248 -1.96587 2.62661 0.131
H -6.12503 -0.32056 3.38107 0.134
C -4.79766 -0.26623 -4.25187 -0.266
S -3.04860 0.14308 -4.09237 0.870
O -2.56002 -0.46541 -2.81224 -0.612
C -3.29533 1.90471 -3.79187 -0.260
H -4.88895 -1.33864 -4.40807 0.016
H -5.32980 0.01426 -3.34092 0.066
H -5.21764 0.26109 -5.10988 0.061
H -3.92228 2.04832 -2.90975 0.053
H -3.76595 2.35999 -4.66572 0.015
H -2.32170 2.36754 -3.62316 0.051
C 5.89918 0.94349 4.93840 -0.262
S 4.54177 0.94751 3.74897 0.755
O 4.62929 -0.32260 2.96099 -0.556
C 5.20740 2.27137 2.71794 -0.257
H 5.71658 0.15574 5.66972 0.054
H 6.84263 0.75050 4.42576 0.037
H 5.93983 1.90733 5.44839 0.062
H 6.19601 1.99207 2.34681 0.037
H 5.27078 3.19098 3.30267 0.055
H 4.53280 2.42509 1.87441 0.051
C -8.05675 -3.21843 -7.10475 -0.271
S -7.45461 -3.38930 -5.41110 0.841
O -6.60400 -2.19542 -5.11556 -0.567
C -6.34551 -4.77322 -5.74826 -0.266
H -8.74690 -2.37505 -7.14283 0.050
H -7.21973 -3.03333 -7.78049 0.058
H -8.58190 -4.12922 -7.39772 0.052
H -5.61684 -4.48954 -6.50987 0.059
H -6.92789 -5.63209 -6.08655 0.053
H -5.82411 -5.03091 -4.82577 0.054
C 9.37601 -1.07847 4.38600 -0.270
S 9.09719 -1.13255 6.16802 0.807
O 8.62080 0.22145 6.58681 -0.563
C 10.83888 -1.25924 6.62765 -0.276
H 8.41243 -0.96064 3.88886 0.029
H 10.01901 -0.23299 4.13499 0.063
H 9.83892 -2.01168 4.06029 0.056
H 11.39057 -0.40267 6.23598 0.056
H 11.25352 -2.18722 6.22983 0.051
H 10.90958 -1.26916 7.71586 0.048
C 7.11091 -0.46064 -1.00666 -0.262
S 8.50077 0.15024 -0.02971 0.815
O 8.06591 0.17490 1.39961 -0.566
C 8.42881 1.84572 -0.64670 -0.272
H 6.94418 -1.50796 -0.75336 0.054
H 6.21275 0.11554 -0.77705 0.059
H 7.34888 -0.37858 -2.06872 0.053
H 7.44698 2.27585 -0.44014 0.054
H 8.62285 1.85068 -1.72076 0.052
H 9.19549 2.43145 -0.13833 0.049
C -3.24211 5.53886 -6.09823 -0.265
S -4.88967 4.92976 -5.67975 0.802
O -5.04985 3.59054 -6.32397 -0.561
C -5.78961 6.12698 -6.68777 -0.271
H -2.50384 4.90724 -5.60297 0.045
H -3.09204 5.49404 -7.17847 0.060
H -3.13374 6.56625 -5.74616 0.054
H -5.47805 6.04464 -7.73061 0.058
H -5.59552 7.13463 -6.31588 0.053
H -6.85584 5.91219 -6.60988 0.051
```

Calculated values
**E_LUMO**: 0.384 eV
**Total energy**: -214095.9648 eV
**Kohn-Sham gap**: 0.3140 hartree
**E_HOMO**: -0.2999 Ha

=====

No. 3
# C54H35B3N7O38Pd

A molecular structure, C54H35B3N7O38Pd in a non-equilibrium geometry (ωB97M-V/def2-TZVPD, the OMol25 dataset).

XYZ file:
```
138
Properties=species:S:1:pos:R:3:lowdin_spin:R:1
Pd 14.91719 17.16321 14.53543 1.615
O 20.83269 19.33721 11.74729 0.000
C 20.26767 19.15192 12.73351 0.000
O 19.40010 19.99040 13.29982 0.000
B 18.79683 19.33394 14.43779 0.000
O 19.36882 17.97962 14.61570 0.000
C 20.32974 17.77256 13.64204 0.000
O 21.03151 16.81986 13.46688 0.000
O 17.26946 19.05165 14.41782 -0.002
C 16.79071 19.18812 15.54180 0.005
O 15.69784 18.82110 15.86139 0.073
C 17.84325 20.07976 16.42640 0.006
O 18.95104 20.03654 15.75504 0.003
O 17.67741 20.55302 17.51233 0.001
O 16.71085 16.01512 13.89230 0.073
C 17.14365 15.85028 12.73650 0.007
O 17.25752 16.61401 11.77538 0.001
B 17.75141 15.87640 10.54010 0.000
O 17.81461 14.47707 11.05132 0.003
C 17.61224 14.37846 12.30340 0.006
O 17.63771 13.41595 13.02116 0.000
O 18.93357 16.34675 9.88941 0.000
C 18.63316 16.90694 8.67968 0.000
O 19.43511 17.43722 8.00746 0.000
C 17.16830 16.59666 8.37170 0.000
O 16.63386 15.99641 9.46559 0.000
O 16.63980 16.69639 7.31428 0.000
O 17.79883 23.26873 11.05464 0.000
C 17.31364 22.32671 10.58086 0.000
O 16.03931 21.88808 10.72511 0.000
B 15.94108 20.47765 10.43088 0.000
O 17.17121 20.17574 9.71518 0.000
C 17.92971 21.29330 9.55433 0.000
O 18.94712 21.39170 8.92300 0.000
O 14.75167 20.04456 9.66394 0.002
C 13.99927 19.22193 10.32147 0.004
O 12.95247 18.74095 9.96371 0.001
C 14.67692 19.02435 11.72261 0.006
O 15.77745 19.64558 11.71141 0.000
O 14.22254 18.35655 12.63980 0.058
C 8.10160 15.39655 18.35639 0.000
C 8.76151 14.84697 19.41597 0.000
C 10.14568 14.51503 19.30600 0.000
C 10.78981 14.70055 18.10144 0.000
C 10.09445 15.25880 16.98639 0.000
C 8.74562 15.52381 17.13301 0.000
N 12.34087 14.58876 18.00797 0.000
O 12.83076 14.90759 16.98754 0.000
O 12.89116 14.00764 18.91622 0.000
H 7.04906 15.58072 18.35043 0.000
H 8.24070 14.58582 20.32900 0.000
H 10.72156 14.19734 20.20799 0.000
H 10.62962 15.26717 16.04300 0.000
H 8.12663 15.78719 16.27609 0.000
C 11.72787 9.86859 18.19086 0.000
C 13.02383 10.31874 17.90391 0.000
C 13.21209 11.15559 16.81373 0.000
C 12.16785 11.28970 15.92361 0.000
C 10.95483 10.70406 16.10924 0.000
C 10.69713 10.05818 17.30504 0.000
N 12.47420 11.91318 14.57565 0.000
O 13.60572 12.33666 14.44485 0.000
O 11.53127 12.14620 13.81317 0.000
H 11.56056 9.21250 19.02192 0.000
H 13.79414 10.18241 18.65158 0.000
H 14.17764 11.58592 16.71436 0.000
H 10.18145 10.78363 15.33909 0.000
H 9.71550 9.71816 17.47547 0.000
C 17.38906 18.32907 21.65983 0.000
C 16.26591 17.65089 22.18257 0.000
C 15.11053 17.58801 21.48286 0.000
C 14.97596 18.20647 20.24894 0.000
C 16.04876 18.90395 19.67815 0.000
C 17.18733 18.99207 20.45757 0.000
N 13.63244 17.97460 19.49257 0.000
O 12.82182 17.18404 19.92718 0.000
O 13.54364 18.37598 18.37046 0.000
H 18.42078 18.29418 22.08292 0.000
H 16.41441 17.16803 23.14770 0.000
H 14.24804 16.99774 21.79492 0.000
H 16.08131 19.37700 18.69505 0.000
H 17.97374 19.57245 19.96493 0.000
C 17.69775 23.93619 15.43901 0.000
C 16.81255 23.57736 14.40456 0.000
C 15.61158 22.96718 14.70336 0.000
C 15.31190 22.63522 16.00387 0.000
C 16.19854 22.89428 17.05103 0.000
C 17.35701 23.60238 16.72793 0.000
N 13.99992 22.00689 16.22338 0.000
O 13.30389 21.80921 15.24790 0.000
O 13.62021 21.77663 17.34102 0.000
H 18.59718 24.48258 15.25162 0.000
H 17.07118 23.72524 13.34830 0.000
H 14.94274 22.67398 13.93260 0.000
H 15.98449 22.51047 18.06494 0.000
H 18.02569 23.84271 17.51873 0.000
C 16.61682 11.03935 17.21512 0.000
C 16.48980 11.73134 18.41816 0.000
C 16.22583 13.10146 18.42691 0.001
C 16.20193 13.78098 17.18999 0.002
C 16.38341 13.11532 15.95250 0.000
C 16.62632 11.74010 16.02775 0.000
N 15.88087 15.24981 17.24434 0.005
O 16.09610 15.94187 18.21216 -0.003
O 15.39310 15.67367 16.23500 0.035
H 16.75325 9.98621 17.14512 0.000
H 16.53405 11.11641 19.27809 0.000
H 16.02080 13.71134 19.31323 0.000
H 16.24737 13.62666 15.02279 0.000
H 16.77255 11.25565 15.08978 0.000
C 9.87679 21.31876 16.54559 0.000
C 10.42417 20.34717 17.31996 0.000
C 11.16920 19.29807 16.72643 0.001
C 11.27425 19.23356 15.35864 0.001
C 10.49837 20.08993 14.55160 0.000
C 9.88587 21.16468 15.15323 0.000
N 11.89598 18.10317 14.72358 0.004
O 12.76426 17.49221 15.40706 0.018
O 11.63655 17.83793 13.56482 0.026
H 9.35234 22.18841 17.01439 0.000
H 10.29809 20.41229 18.40508 0.000
H 11.75910 18.61345 17.32547 0.000
H 10.46410 19.91354 13.49846 0.000
H 9.37439 21.84496 14.48806 0.000
C 11.97634 15.02195 8.71631 0.001
C 10.99941 14.69564 9.65637 0.000
C 11.30896 14.63177 11.00851 0.001
C 12.57217 15.01314 11.43828 0.002
C 13.61544 15.20028 10.49755 0.001
C 13.27875 15.25062 9.17874 0.000
N 12.82278 15.16220 12.88249 0.005
O 11.92554 14.96861 13.71336 0.014
O 13.96721 15.47277 13.25420 0.022
H 11.76055 15.09820 7.64410 0.000
H 10.00564 14.46580 9.32454 0.000
H 10.57973 14.36809 11.79919 0.000
H 14.62563 15.35420 10.75534 0.000
H 14.12066 15.40920 8.53399 0.000
```

Calculated values
**E_LUMO (alpha / beta)**: 0.529 / -0.435 eV
**Total energy**: -150307.4772 eV
**Net charge**: -1
**2S+1**: 3
**Kohn-Sham gap (alpha / beta)**: 0.2934 / 0.2579 hartree
**E_HOMO (alpha / beta)**: -0.2739 / -0.2739 Ha

=====

No. 4
# C30H32Cl5HfN8O5S

A molecular structure, C30H32Cl5HfN8O5S in a non-equilibrium geometry (ωB97M-V/def2-TZVPD, the OMol25 dataset).

XYZ file:
```
82
Properties=species:S:1:pos:R:3:lowdin_charge:R:1
Hf -0.21536 -0.24100 0.28784 1.621
C 0.78076 -2.31053 -3.78004 -0.038
O 1.67566 -3.00360 -2.89950 -0.106
C 1.08754 -3.70931 -1.88839 -0.264
C 1.31472 -5.06430 -1.77115 0.028
C 0.76025 -5.79979 -0.72159 -0.064
C -0.03976 -5.16984 0.20146 -0.031
C -0.26045 -3.78388 0.12257 -0.134
C -1.18895 -3.17847 1.03903 -0.018
N -1.39386 -1.90854 1.16063 -0.095
N -2.52339 -1.58686 1.93346 0.103
C -2.71480 -0.31504 1.89432 -0.463
O -1.89302 0.52047 1.28775 -0.283
C -3.95120 0.24925 2.48107 -0.156
C -4.54828 -0.35441 3.58467 -0.019
C -5.70927 0.18004 4.11844 -0.065
C -6.28589 1.30662 3.54479 -0.074
C -5.70106 1.89888 2.43490 -0.077
C -4.52944 1.37693 1.90573 -0.043
C 0.32515 -3.04400 -0.91612 -0.268
O 0.16881 -1.72992 -1.00957 -0.227
H 1.11900 -2.49273 -4.79816 0.096
H 0.79385 -1.23866 -3.57616 0.070
H -0.24158 -2.67011 -3.66621 0.108
H 1.93300 -5.54203 -2.52068 0.129
H 0.94257 -6.86296 -0.65311 0.110
H -0.50809 -5.73030 1.00124 0.118
H -1.81712 -3.83166 1.64093 0.142
H -4.09514 -1.23858 4.01248 0.115
H -6.16839 -0.28484 4.98079 0.109
H -7.19791 1.71643 3.95878 0.107
H -6.16695 2.75973 1.97202 0.107
H -4.08032 1.81738 1.02274 0.122
Cl 0.06493 0.02076 3.63689 0.727
C 1.64062 -0.36190 2.99677 -0.708
C 1.74613 -0.68700 1.64575 -0.265
C 3.03122 -1.06706 1.25347 -0.671
Cl 3.32873 -1.61609 -0.37975 0.774
C 4.14069 -1.03191 2.10074 -0.730
Cl 5.72600 -1.41849 1.52660 0.703
C 3.98094 -0.64626 3.43059 -0.741
Cl 5.33924 -0.54163 4.47880 0.713
C 2.70721 -0.32303 3.89475 -0.723
Cl 2.48726 0.13477 5.53403 0.712
N 1.53742 0.76093 -0.99986 -0.043
C 1.05864 1.81308 -1.91097 -0.308
C 1.96387 2.03667 -3.11427 -0.131
C 3.45140 2.16802 -2.77885 -0.171
C 3.83750 3.30888 -1.83400 -0.141
N 3.51425 3.08446 -0.41821 0.074
C 4.22877 2.34462 0.42488 -0.452
N 3.85422 2.26645 1.70189 0.214
N 5.30992 1.68194 0.01142 0.236
C -0.37475 1.41837 -2.28969 -0.569
O -0.82733 1.64237 -3.38150 0.120
O -1.00356 0.82365 -1.29867 -0.164
H 2.43310 0.99123 -0.59262 0.036
H 1.70479 -0.08435 -1.54604 0.048
H 0.95531 2.72947 -1.32470 0.095
H 1.61289 2.91978 -3.65169 0.132
H 1.83599 1.20649 -3.81395 0.124
H 3.99806 2.32794 -3.71059 0.124
H 3.82868 1.21762 -2.38329 0.099
H 3.33528 4.23429 -2.11485 0.136
H 4.90703 3.52100 -1.90357 0.124
H 2.66262 3.48328 -0.03805 0.073
H 2.94746 2.63203 1.97069 0.019
H 4.25425 1.55771 2.29757 0.100
H 5.55539 1.65422 -0.96195 0.115
H 5.77663 1.03198 0.62617 0.076
S 0.70365 2.63920 1.31852 0.753
C -0.46600 3.53079 2.17818 -0.761
N -0.31553 4.78237 2.62506 0.032
C -1.55976 5.31682 3.18229 -0.105
C -2.46702 4.06513 3.20483 -0.099
N -1.65813 3.06938 2.50431 0.056
H 0.49636 5.32645 2.39794 0.139
H -1.95997 6.10440 2.54414 0.121
H -1.39968 5.71878 4.17990 0.120
H -3.41384 4.22232 2.69327 0.116
H -2.67760 3.73458 4.22138 0.125
H -1.98529 2.19265 2.09648 0.084
```

Calculated values
**E_LUMO**: -2.591 eV
**Total energy**: -128544.1264 eV
**Net charge**: +1
**Kohn-Sham gap**: 0.2916 hartree
**Energy relative to the best compared isomer or geometry (same formula, charge and spin)**: 34.3 kJ/mol
**E_HOMO**: -0.3868 Ha